[1]
A structure of composition C2H3FLiO2 in a non-equilibrium geometry. Source: the OMol25 dataset; level of theory: the ωB97M-V functional and the def2-TZVPD basis.

Geometry as ORCA input:
```
! RIJCOSX wB97M-V def2-TZVPD def2/J DEFGRID3
* xyz 0 2
H -0.3324 -1.3895 0.5365
C 0.4113 -0.5974 0.6259
C 0.7967 0.6968 0.7841
H 1.2188 -1.2928 0.8853
H 0.1532 1.5327 1.0637
F 2.0628 1.0783 0.5763
O -1.8754 -0.2186 -0.7339
O -2.1259 0.0297 -2.0308
Li -0.3090 0.1608 -1.7071
*
```

Energy relative to the best compared isomer or geometry (same formula, charge and spin) (eV): 3.425
Max |F| (eV/A): 3.14
Lowest unoccupied orbital energy (alpha / beta) (eV): -0.3 / -0.2

Löwdin population analysis, charges in e, atoms 1 to 2: 0.068 -0.017

***

[2]
A structure of composition C42H105F18N12O24S6 in a non-equilibrium geometry. Source: the OMol25 dataset; level of theory: the ωB97M-V functional and the def2-TZVPD basis.

Geometry as ORCA input:
```
! RIJCOSX wB97M-V def2-TZVPD def2/J DEFGRID3
* xyz -3 1
C 4.6050 -1.7235 -3.4536
F 5.4583 -2.6560 -3.2111
F 5.1705 -0.8459 -4.2311
F 3.5154 -2.3263 -4.0400
S 3.9978 -0.8905 -1.7593
O 2.7460 -1.5505 -1.4485
O 5.1260 -1.1507 -0.8852
N 3.5575 0.7915 -2.3049
S 4.7792 1.6131 -1.6749
O 6.0967 1.1709 -2.0693
O 4.4872 3.0290 -1.9904
C 4.5920 1.5095 0.2167
F 3.5982 0.6998 0.5592
F 5.6853 0.9907 0.7039
F 4.3539 2.7183 0.7404
C 1.8051 -0.1842 1.5174
F 0.7369 -0.8220 1.9055
F 2.5853 -0.1640 2.6212
F 2.3450 -0.8675 0.5190
S 1.3695 1.5771 1.0128
O 0.5427 2.1150 2.0952
O 2.5864 2.3969 0.8086
N 0.6223 1.2360 -0.5445
S -0.9094 1.3561 -0.2887
O -1.3910 0.5477 0.8479
O -1.4605 2.7238 -0.3668
C -1.7353 0.4055 -1.8143
F -3.0010 0.0938 -1.5243
F -1.7431 1.1789 -2.8685
F -1.0072 -0.6595 -2.0666
C 0.7358 0.3432 -6.1806
F 1.7747 1.0912 -6.5308
F -0.3066 0.4671 -6.9869
F 1.1425 -0.9214 -6.2986
S 0.1730 0.7734 -4.3526
O -1.0482 1.5192 -4.4951
O 0.0807 -0.4837 -3.6904
N 1.5009 1.6939 -3.6035
S 1.1921 3.2094 -4.1586
O 2.2846 4.0682 -3.8341
O 0.7796 3.3786 -5.5598
C -0.2401 3.9136 -2.9267
F -1.3586 3.9199 -3.5549
F -0.3533 3.2130 -1.8192
F 0.1313 5.1676 -2.6665
O 1.4256 0.2601 -2.0569
H 1.0520 0.7062 -1.2969
H 1.2037 -0.6620 -1.9271
O 2.1856 2.1387 -1.7307
H 2.4431 3.0403 -1.5383
H 1.4825 1.9520 -1.1086
O -0.2217 -2.7841 -3.4617
H -0.9585 -2.9098 -4.0596
H -0.5182 -2.1061 -2.8545
C 4.7484 -1.9663 5.3884
C 4.3651 -1.0193 4.2453
C 4.1556 -1.6519 2.8716
O 5.5285 -1.7024 2.3278
C 5.5846 -2.0315 0.9800
N 3.1123 -0.4243 4.7121
H 3.8963 -2.6179 5.5817
H 4.9990 -1.3765 6.2701
H 5.6213 -2.5936 5.2073
H 5.0679 -0.1862 4.2366
H 3.4608 -1.0678 2.2682
H 3.7877 -2.6632 3.0451
H 6.5636 -1.6708 0.6645
H 4.7131 -1.5948 0.4922
H 5.6560 -3.1004 0.7791
H 2.7717 0.3973 4.2335
H 3.2802 -0.1559 5.6713
C 1.0222 -1.1112 6.9472
C 0.9182 -1.7277 5.5512
C 0.5531 -0.8348 4.3628
O -0.8037 -0.3812 4.4762
C -1.3941 0.3813 3.4059
N 2.1405 -2.4137 5.1838
H 1.3392 -1.8720 7.6605
H 0.1036 -0.6477 7.3070
H 1.8675 -0.4274 6.8697
H 0.1722 -2.5209 5.5999
H 0.7285 -1.3601 3.4239
H 1.1900 0.0490 4.3982
H -0.8823 1.3399 3.3212
H -2.3944 0.6793 3.7199
H -1.5165 -0.0561 2.4150
H 2.8932 -1.7506 5.0661
H 2.0624 -2.8515 4.2770
C -7.2752 -0.7759 -1.1290
C -5.9212 -0.5879 -0.4713
C -5.6335 -1.6931 0.5724
O -4.3042 -1.4391 1.0228
C -3.9723 -2.3119 2.0968
N -4.8741 -0.5338 -1.4910
H -7.5393 0.0777 -1.7533
H -8.0370 -0.7971 -0.3497
H -7.4400 -1.6511 -1.7575
H -5.9568 0.3764 0.0357
H -5.7231 -2.7017 0.1689
H -6.3266 -1.6284 1.4112
H -4.0942 -3.3691 1.8612
H -4.4607 -2.0140 3.0246
H -2.9161 -2.1464 2.3094
H -4.0332 -0.6379 -0.9413
H -4.8501 -1.3980 -2.0132
C 3.5773 5.8982 -0.1331
C 2.9548 4.4412 -0.3250
C 1.5244 4.2071 0.2471
O 0.8262 5.3581 -0.1517
C -0.5640 5.1530 -0.5584
N 2.8458 4.1067 -1.7342
H 3.0504 6.6547 -0.7146
H 4.5691 5.8493 -0.5827
H 3.5920 6.2483 0.8991
H 3.6231 3.6888 0.0938
H 1.4911 4.2013 1.3365
H 1.0732 3.3188 -0.1950
H -0.5432 4.5045 -1.4342
H -0.9500 6.1562 -0.7394
H -1.1769 4.6782 0.2078
H 3.6789 4.5191 -2.1291
H 2.1822 4.7713 -2.1057
C -4.3123 3.9801 -4.5371
C -4.8768 3.7193 -3.1729
C -4.0280 2.9630 -2.0935
O -4.6837 2.7863 -0.8601
C -3.7591 2.3724 0.1595
N -5.3522 5.0132 -2.7100
H -5.0339 4.5597 -5.1128
H -4.1278 3.0846 -5.1305
H -3.4050 4.5739 -4.4262
H -5.7560 3.0883 -3.3027
H -3.1825 3.6409 -1.9762
H -3.6146 2.0193 -2.4494
H -3.0767 3.1005 0.5980
H -3.2289 1.4673 -0.1366
H -4.3549 2.0464 1.0121
H -6.0991 5.2668 -3.3408
H -5.8623 4.7132 -1.8916
C 0.4701 3.1217 5.4357
C 1.4646 1.9760 5.3759
C 2.9472 2.3852 4.9873
O 3.1515 3.4252 4.0023
C 2.7489 3.2375 2.6444
N 1.2745 1.1553 6.5170
H 0.6471 3.7489 6.3094
H -0.5646 2.8238 5.6056
H 0.5256 3.8842 4.6588
H 1.1589 1.3591 4.5309
H 3.4868 1.4611 4.7801
H 3.3428 2.8837 5.8722
H 3.4480 3.8006 2.0261
H 1.7264 3.3801 2.2947
H 3.0682 2.2592 2.2851
H 1.5504 1.5961 7.3828
H 0.2791 1.1453 6.6874
C 2.4808 -2.7534 1.0921
C 2.4017 -3.8134 0.0360
C 3.7199 -4.0347 -0.6641
O 4.6595 -4.5997 0.2518
C 5.7529 -5.1950 -0.3311
N 1.7464 -4.9260 0.5948
H 1.5292 -2.5896 1.5979
H 2.9160 -1.8571 0.6501
H 3.0720 -3.0845 1.9459
H 1.6989 -3.3418 -0.6508
H 4.0676 -3.1447 -1.1886
H 3.5218 -4.7675 -1.4463
H 6.4716 -5.5312 0.4163
H 6.2561 -4.5814 -1.0784
H 5.3979 -6.0988 -0.8262
H 1.0379 -4.6364 1.2538
H 2.4319 -5.2769 1.2483
C -5.2031 -5.1284 -0.7785
C -3.8903 -4.6150 -1.2419
C -3.3316 -3.4547 -0.4023
O -2.0811 -2.8592 -0.9450
C -1.3247 -2.1177 -0.0145
N -2.8953 -5.6935 -1.3919
H -5.2078 -5.4371 0.2669
H -5.5660 -5.9452 -1.4024
H -6.0011 -4.3859 -0.7701
H -3.9863 -4.3081 -2.2834
H -3.2628 -3.7713 0.6385
H -4.0055 -2.5998 -0.4583
H -1.7644 -1.1328 0.1425
H -0.3712 -1.7809 -0.4215
H -1.0763 -2.6858 0.8820
H -2.0550 -5.3916 -1.8639
H -3.3314 -6.3914 -1.9775
C -2.7330 -0.2277 -4.7983
C -3.2003 -0.9108 -3.5377
C -4.4329 -1.8285 -3.7629
O -4.9695 -2.2586 -2.5443
C -6.2038 -3.0403 -2.7294
N -2.0649 -1.7269 -3.0941
H -2.3923 -0.9564 -5.5338
H -1.8579 0.3959 -4.6152
H -3.4978 0.4214 -5.2248
H -3.4601 -0.1229 -2.8307
H -4.2046 -2.6736 -4.4122
H -5.1568 -1.2494 -4.3363
H -6.0001 -4.0125 -3.1781
H -7.0526 -2.5828 -3.2377
H -6.4916 -3.1152 -1.6808
H -1.3164 -1.0488 -3.0926
H -2.1510 -2.0650 -2.1463
*
```

Max |F| (eV/A): 17.46
Lowest unoccupied orbital energy (eV): 4.6

Löwdin population analysis, charges in e, atoms 1 to 2: -0.660 0.151

***

[3]
A cluster of 13 separate species, C45H88N4O31 in total in a non-equilibrium geometry. Source: the OMol25 dataset; level of theory: the ωB97M-V functional and the def2-TZVPD basis.

Geometry as ORCA input:
```
! RIJCOSX wB97M-V def2-TZVPD def2/J DEFGRID3
* xyz 0 1
C -13.1767 -26.9511 4.1948
C -12.8925 -27.6730 2.8724
O -13.6328 -26.9180 1.9086
C -14.5799 -26.2115 2.5841
O -15.3292 -25.4496 2.0602
O -14.4803 -26.4459 3.8897
H -12.5088 -26.1000 4.4391
H -13.3148 -27.6560 4.9669
H -13.2522 -28.7211 2.9135
H -11.8650 -27.7469 2.5520
C -7.8339 -28.1566 7.7044
C -9.2425 -28.5529 8.2900
O -10.0699 -28.5189 7.1483
C -9.3341 -28.4970 6.0293
O -9.7892 -28.6588 4.9268
O -8.0553 -28.2172 6.3097
H -7.0049 -28.8675 7.8446
H -7.5924 -27.1185 8.0150
H -9.5834 -27.8912 9.0826
H -9.2129 -29.6064 8.7356
C -11.4189 -19.6512 7.0690
C -11.7604 -18.8214 5.8378
O -13.1223 -19.1768 5.5562
C -13.6130 -19.8309 6.6125
O -14.7501 -20.2230 6.6729
O -12.7421 -19.8540 7.6193
H -10.8315 -19.1939 7.8686
H -10.9217 -20.5929 6.7041
H -11.0587 -19.1575 5.1059
H -11.6326 -17.7083 5.8769
C -9.6559 -20.7299 14.0763
C -10.3604 -20.3472 12.8448
O -10.5269 -21.5624 12.0494
C -10.8406 -21.3546 10.8253
O -10.9844 -20.2889 10.2888
O -11.0027 -22.5476 10.2263
C -11.5858 -22.6155 8.9304
H -10.0863 -21.5849 14.5614
H -9.5704 -19.8841 14.8277
H -8.6219 -20.9876 13.8130
H -9.8021 -19.6004 12.2432
H -11.3576 -19.9610 12.9944
H -10.9232 -22.0329 8.2478
H -12.6520 -22.2639 8.9156
H -11.7229 -23.6074 8.6581
C -14.3711 -25.0783 12.6834
C -13.3034 -24.1261 12.1692
O -13.8526 -23.3378 11.0321
C -14.4267 -22.1628 11.3472
O -14.6812 -21.8425 12.4621
O -14.5936 -21.4370 10.2377
C -15.0093 -20.0930 10.4268
H -14.6527 -25.8306 11.9835
H -15.2237 -24.4682 13.0347
H -13.9447 -25.6292 13.5342
H -12.4447 -24.6442 11.7636
H -13.0509 -23.4211 12.9837
H -15.9215 -20.0188 11.0844
H -15.1632 -19.6166 9.4174
H -14.1942 -19.5705 10.8532
C -5.9055 -20.0694 7.7618
C -7.1988 -19.4303 7.3496
O -6.8767 -18.1366 6.8412
C -7.9040 -17.3679 6.3850
O -9.0213 -17.6855 6.0818
O -7.4409 -16.1536 6.2594
C -8.3339 -15.2275 5.5946
H -5.1292 -20.1423 6.9258
H -6.1551 -21.0902 8.0627
H -5.4112 -19.6434 8.6015
H -7.7933 -19.3385 8.2324
H -7.7520 -20.0821 6.6180
H -9.0858 -14.9354 6.3538
H -8.8021 -15.5984 4.6941
H -7.5871 -14.4303 5.3182
C -7.7920 -22.1467 9.9946
C -7.0715 -22.1368 11.2783
O -6.1089 -21.1076 11.1941
C -5.2329 -20.9854 12.1578
O -5.1168 -21.6575 13.1267
O -4.5137 -19.8720 11.9263
C -3.5220 -19.4349 12.8679
H -8.3520 -21.2677 9.6028
H -8.5460 -22.9300 10.1292
H -7.1008 -22.4027 9.1514
H -6.6451 -23.1414 11.4122
H -7.6935 -21.8815 12.1178
H -3.3046 -20.2386 13.5671
H -4.0053 -18.6537 13.4401
H -2.7164 -18.9423 12.3219
C -4.5666 -23.7333 5.3408
C -5.3041 -22.5283 4.6972
O -6.6818 -22.9135 4.7409
C -7.1331 -23.3157 3.5635
O -6.6541 -23.2915 2.4328
O -8.3267 -23.8894 3.8139
C -9.0908 -24.1732 2.6938
H -4.7578 -23.8147 6.4286
H -3.4853 -23.6390 5.2351
H -4.8853 -24.6519 4.8994
H -5.0103 -22.1985 3.6975
H -5.1086 -21.6702 5.3806
H -9.8665 -24.8708 2.9222
H -8.6029 -24.6262 1.8598
H -9.5689 -23.2374 2.3200
C -13.3288 -23.1446 3.8985
C -12.7905 -22.7707 5.2563
O -11.7434 -23.6931 5.7410
C -10.5381 -23.3321 6.0714
O -9.9790 -22.2819 5.8874
O -9.9492 -24.4533 6.6353
C -8.6539 -24.2139 7.2115
H -12.5276 -23.4081 3.2286
H -13.8596 -22.2486 3.5114
H -14.0985 -23.8895 3.8534
H -13.4132 -22.6869 6.1096
H -12.2492 -21.8195 5.0361
H -8.8346 -23.5327 7.9888
H -7.9752 -23.7299 6.5215
H -8.4170 -25.1842 7.6211
C -15.9425 -23.3092 7.3254
O -15.3830 -23.5932 8.4165
N -16.9929 -22.4643 7.2405
C -17.5645 -21.9814 5.9237
C -17.4808 -22.0065 8.5252
H -15.5684 -23.7097 6.3456
H -17.0299 -22.3014 5.0629
H -17.6249 -20.9323 5.9139
H -18.6046 -22.2881 5.8140
H -18.4556 -21.4980 8.4228
H -17.4874 -22.8631 9.2454
H -16.7134 -21.2319 9.0039
C -0.9119 -23.4147 10.4357
O 0.2623 -23.5457 10.5506
N -1.8726 -24.3576 10.5581
C -3.2040 -23.9625 10.6226
C -1.5248 -25.6832 11.0694
H -1.3557 -22.4301 10.2465
H -3.6112 -23.7015 11.5752
H -3.8558 -24.6734 10.1637
H -3.2364 -23.0625 10.0635
H -0.4875 -25.6646 11.2355
H -2.0644 -25.9483 12.0056
H -1.7350 -26.4981 10.3477
C -9.0829 -26.5249 11.2282
O -8.4049 -25.9275 10.4123
N -9.6826 -25.9516 12.2803
C -10.5484 -26.7108 13.1359
C -9.5081 -24.5182 12.6320
H -9.3608 -27.5895 11.0024
H -10.6014 -27.7629 12.9787
H -11.5644 -26.3580 13.0665
H -10.3489 -26.7022 14.2136
H -8.9626 -24.5435 13.5793
H -8.8734 -23.9974 11.8702
H -10.4165 -23.9422 12.7417
C -12.3119 -28.5392 9.5735
O -11.4659 -28.4591 10.4645
N -12.9210 -27.4133 9.0359
C -13.9400 -27.5317 7.9500
C -12.4718 -26.0596 9.2633
H -12.6543 -29.5729 9.2972
H -13.5602 -27.7600 6.9266
H -14.4066 -26.5613 7.8239
H -14.7474 -28.2562 8.1225
H -11.4813 -26.0809 9.8083
H -12.3164 -25.6310 8.2560
H -13.3156 -25.6009 9.6818
*
```

Max |F| (eV/A): 3.49
Lowest unoccupied orbital energy (eV): 0.3

Löwdin population analysis, charges in e, atoms 1 to 2: -0.086 -0.105